1.
Formula: C24H73B3N23O19P
Source: OMol25
Level of theory: wB97M-V/def2-TZVPD

Geometry as XYZ:
```
143
Properties=species:S:1:pos:R:3:forces:R:3:lowdin_charge:R:1
C 5.59170 -1.20991 0.45560 -0.2 -0.1 0.7 -0.064
C 4.31268 -1.30957 1.31713 0.7 0.2 -0.4 -0.258
O 3.35783 -0.29729 1.07865 0.0 -0.1 0.4 -0.135
C 3.89088 0.98371 1.38741 -0.5 -0.1 -0.7 -0.073
B 2.75831 2.00630 1.77651 1.0 0.1 1.2 -0.494
O 1.54917 1.69499 2.32114 0.1 -0.2 -0.8 0.338
B 0.51068 2.37600 1.68751 -1.4 -0.5 0.9 -0.488
C -0.82303 1.63835 1.39448 0.1 0.9 -0.1 -0.032
C -1.93682 2.53606 0.85134 -1.2 -0.3 0.6 -0.190
C -3.25262 2.48974 1.68832 1.0 -0.5 -0.3 -0.187
C -4.37103 1.76709 0.95596 -0.9 0.8 0.2 -0.189
C -5.78194 2.15203 1.45819 0.1 -0.9 0.1 -0.187
C -6.48566 1.01968 2.24271 -0.1 1.2 0.3 -0.196
C -7.95742 0.89573 1.91606 -0.2 -1.1 -0.4 -0.183
C -8.20017 0.31145 0.53071 0.6 0.8 0.9 -0.185
O -9.56287 -0.10131 0.46837 0.6 0.6 0.1 -0.006
C -9.99930 -0.42406 -0.76965 2.3 3.6 -0.5 -0.574
C -9.80828 0.47550 -1.95755 -0.1 0.0 0.5 0.031
O -10.57956 -1.40542 -0.89722 -3.3 -5.0 -0.3 0.160
O 0.70303 3.68967 1.23508 -0.2 -0.6 -0.9 0.306
B 1.92253 3.67259 0.65429 0.8 1.1 0.9 -0.544
P 2.21588 3.96769 -1.23490 1.1 1.2 -0.5 0.673
N 1.51736 5.22700 -1.79932 0.8 0.0 0.5 -0.133
O 1.65751 2.62592 -1.98233 9.2 0.4 5.0 -0.141
O 3.85930 3.94138 -1.50303 -1.3 -0.3 0.6 -0.174
O 2.98665 3.36213 1.48883 0.2 -0.4 -1.4 0.264
H 5.53807 -0.44671 -0.30605 -0.2 0.1 -0.3 0.071
H 5.82691 -2.16114 0.00113 0.0 -0.2 -0.3 0.059
H 6.42746 -0.97893 1.10244 0.4 0.2 0.0 0.061
H 4.60920 -1.24378 2.36355 0.0 -0.2 0.3 0.110
H 3.87332 -2.27927 1.13963 -0.6 -0.1 0.0 0.112
H 4.34671 1.37260 0.47197 0.2 0.3 0.0 0.119
H 4.70616 0.94463 2.11069 0.0 0.0 0.3 0.132
H -0.58255 0.90621 0.62373 0.2 -0.4 0.0 0.130
H -1.13600 1.09098 2.27760 0.0 -0.3 0.1 0.112
H -1.65906 3.58009 0.76505 0.4 0.1 0.0 0.108
H -2.17015 2.20757 -0.14934 0.0 0.2 0.2 0.047
H -3.03730 1.97004 2.62028 -0.1 0.0 0.3 0.102
H -3.53011 3.50246 1.95742 -0.3 0.2 0.0 0.100
H -4.28635 0.69285 1.06624 0.4 -0.3 -0.2 0.103
H -4.31695 2.02033 -0.09610 0.2 -0.1 -0.3 0.104
H -5.72081 3.01525 2.10459 0.0 0.3 0.1 0.087
H -6.42966 2.42947 0.63261 0.0 0.2 -0.3 0.096
H -5.96717 0.07332 2.13359 0.0 -0.3 -0.2 0.102
H -6.42242 1.28734 3.29349 0.1 -0.2 0.3 0.108
H -8.49565 1.83065 1.97451 0.1 0.4 0.3 0.093
H -8.40084 0.18737 2.61052 -0.2 0.0 0.3 0.112
H -7.52305 -0.52278 0.36607 -0.1 -0.4 -0.1 0.137
H -7.94155 1.07409 -0.19544 -0.3 0.0 -0.4 0.105
H -10.74539 1.01907 -2.10333 0.4 0.1 0.1 0.063
H -8.96343 1.13780 -1.89048 0.1 0.4 -0.1 0.074
H -9.71138 -0.16909 -2.81366 0.2 -0.2 -0.3 0.082
H 2.24241 5.81189 -2.20651 -0.4 0.3 -0.3 -0.011
H 2.20559 2.43808 -2.76371 -0.1 -0.2 -0.2 0.091
H 4.09140 3.22580 -2.11147 0.3 0.0 -0.3 0.033
C 8.17626 -3.77906 1.07829 0.0 0.0 0.2 -0.690
O 8.46215 -2.84637 0.35549 0.1 0.0 -0.1 0.030
N 7.93880 -3.63606 2.41295 -0.2 0.0 -0.1 0.169
N 8.06873 -5.06836 0.60013 0.2 -0.1 0.0 0.129
H 7.70513 -4.39596 3.02226 0.1 0.0 0.0 0.095
H 8.01306 -2.71159 2.79376 0.1 0.0 0.0 0.107
H 8.23271 -5.20393 -0.38010 -0.2 0.1 -0.1 0.104
H 7.83100 -5.85905 1.16963 -0.1 0.0 0.0 0.099
C -12.53890 2.90661 -3.61627 -0.1 0.0 0.0 -0.662
O -11.42567 2.47937 -3.36478 -0.2 0.3 -0.2 0.025
N -12.88651 3.36151 -4.85942 0.0 0.0 0.0 0.148
N -13.53197 2.96586 -2.67773 0.1 0.0 0.0 0.153
H -13.79478 3.71609 -5.08843 0.0 0.0 0.0 0.090
H -12.18106 3.33143 -5.57036 0.0 0.0 0.0 0.100
H -13.31124 2.63883 -1.75599 0.0 0.0 0.0 0.105
H -14.45326 3.31183 -2.86363 0.0 0.0 0.0 0.091
C -8.49059 -0.93636 -5.87182 -0.1 -0.1 0.0 -0.687
O -7.80186 -0.39342 -5.03008 0.0 0.0 0.0 0.025
N -8.76597 -2.27671 -5.84400 0.1 0.0 0.0 0.148
N -9.05082 -0.25036 -6.91846 0.0 0.0 0.0 0.144
H -9.33235 -2.74318 -6.52554 0.0 0.0 0.0 0.089
H -8.37407 -2.80813 -5.08960 0.0 0.0 0.0 0.103
H -8.87030 0.73400 -6.96704 0.0 0.0 0.0 0.098
H -9.62211 -0.67721 -7.62149 0.0 0.0 0.0 0.087
C 11.94754 -5.25147 1.51110 0.2 0.0 -0.3 -0.659
O 11.48615 -5.08658 2.62782 -0.3 -0.1 -0.1 0.017
N 11.16959 -5.52308 0.42382 0.0 -0.2 0.2 0.167
N 13.29312 -5.17752 1.27298 0.1 -0.2 0.1 0.159
H 11.53313 -5.66286 -0.49957 0.1 0.1 0.0 0.098
H 10.17403 -5.57872 0.57709 0.1 0.1 0.0 0.058
H 13.88652 -4.97948 2.06028 -0.1 0.0 0.0 0.113
H 13.70582 -5.30570 0.36885 -0.1 0.1 -0.1 0.091
C 14.93938 -9.36330 1.67308 -0.1 0.1 0.0 -0.686
O 15.31320 -10.48014 1.97475 0.0 0.0 0.0 0.027
N 15.75328 -8.46399 1.03161 0.1 -0.1 -0.1 0.143
N 13.67973 -8.90658 1.94552 -0.1 0.0 -0.1 0.157
H 15.46609 -7.53954 0.77714 0.0 0.0 0.1 0.074
H 16.68506 -8.76313 0.81624 0.0 0.0 0.0 0.099
H 13.05854 -9.53570 2.41696 0.0 0.0 0.1 0.102
H 13.35547 -7.98764 1.70659 0.1 0.1 0.1 0.070
C -1.32236 2.24123 -3.04135 0.9 0.0 -1.2 -0.629
O -1.93965 2.34925 -1.99332 0.0 0.0 -0.5 0.024
N -1.93853 1.91629 -4.22159 -0.5 -0.1 0.0 0.142
N 0.02896 2.43595 -3.11761 -6.2 -0.8 -2.7 0.139
H -1.45540 1.82171 -5.09359 0.0 0.0 0.1 0.081
H -2.92990 1.76694 -4.19504 0.0 0.0 -0.1 0.097
H 0.51799 2.67930 -2.26669 -2.9 -0.1 -1.2 -0.101
H 0.55001 2.35276 -3.96819 -0.3 0.1 -0.3 0.091
C 6.14549 6.36015 1.02049 0.0 -0.1 0.0 -0.688
O 6.89182 6.97743 1.76056 0.0 0.0 -0.1 0.020
N 5.95361 5.01067 1.11671 0.1 -0.1 0.0 0.160
N 5.42964 6.96118 0.02384 -0.1 0.1 -0.2 0.153
H 5.33602 4.49109 0.51771 0.0 0.0 0.0 0.064
H 6.46260 4.53189 1.83464 0.0 0.0 0.0 0.102
H 5.53127 7.95187 -0.08554 0.0 0.0 0.0 0.100
H 4.81616 6.45931 -0.59123 0.0 0.0 0.0 0.076
C 4.49802 2.32705 -5.27238 0.2 -0.1 -0.5 -0.648
O 4.03837 2.48529 -4.14710 -0.4 0.0 0.6 0.012
N 3.72105 1.96727 -6.33089 -0.1 0.0 0.2 0.166
N 5.81897 2.49991 -5.54588 -0.1 0.0 0.2 0.168
H 4.07464 1.83275 -7.25844 0.0 0.0 0.0 0.102
H 2.74257 1.83341 -6.15873 0.0 0.0 0.0 0.104
H 6.41552 2.76577 -4.78443 0.0 0.0 0.0 0.112
H 6.21813 2.37699 -6.45640 0.0 0.0 0.0 0.102
C 12.23826 -6.50707 5.81444 -0.2 0.0 0.0 -0.684
O 13.29584 -6.14130 5.33425 0.1 0.0 0.0 0.018
N 11.06707 -6.51338 5.10838 0.1 -0.1 -0.2 0.148
N 12.13823 -6.94661 7.11159 0.1 0.0 0.0 0.139
H 10.19288 -6.81469 5.49276 0.1 0.0 0.1 0.085
H 11.10524 -6.19421 4.14948 0.0 0.2 0.1 0.047
H 12.97858 -6.95545 7.65732 0.0 0.0 0.0 0.097
H 11.28191 -7.25295 7.53031 0.0 0.0 0.0 0.085
C -12.54991 -2.89482 2.16909 0.1 0.2 0.1 -0.684
O -12.85973 -3.60016 1.22742 -0.1 -0.1 0.1 0.025
N -13.04173 -3.11324 3.43673 -0.1 -0.1 0.0 0.132
N -11.69725 -1.83449 2.05989 -0.1 -0.1 -0.2 0.165
H -12.80403 -2.54988 4.22956 0.0 0.0 0.0 0.082
H -13.67083 -3.88342 3.55624 0.0 0.0 0.0 0.092
H -11.31109 -1.63745 1.14836 0.1 -0.1 0.0 0.060
H -11.44028 -1.25146 2.83249 0.0 0.0 0.0 0.090
C -8.68386 5.19719 2.34163 0.0 0.2 -0.1 -0.668
O -8.27501 4.10132 2.67616 0.0 0.0 0.1 0.033
N -7.87420 6.13603 1.76254 0.0 0.0 0.0 0.153
N -9.98732 5.58140 2.51618 0.0 0.0 0.0 0.147
H -8.18842 7.04363 1.47885 0.0 0.0 0.0 0.090
H -6.91366 5.88557 1.61986 0.0 0.0 0.0 0.102
H -10.60693 4.91613 2.93780 0.0 0.0 0.0 0.100
H -10.34395 6.47787 2.24768 0.0 0.0 0.0 0.089
```
Forces are in eV/Å.

Summary:
**E_LUMO**: -0.111 eV
**2S+1**: 1
**Frontier orbital gap**: 8.92 eV
**E_HOMO**: -0.332 hartree

2.
Formula: C6H8AgLiO6
Source: OMol25
Level of theory: wB97M-V/def2-TZVPD

Geometry as XYZ:
```
22
Properties=species:S:1:pos:R:3:forces:R:3:nbo_charge:R:1
Ag 0.03056 1.48251 0.03995 -0.8 2.2 1.1 0.491
O -0.01725 -0.62748 0.45922 -1.1 0.7 1.0 -0.742
O 2.65019 -1.39946 0.26325 -1.2 0.3 0.4 -0.504
C 3.45741 -0.32397 0.77458 0.2 0.4 0.3 -0.129
C 3.11751 0.81877 -0.16156 0.4 0.1 -0.2 -0.123
O 1.83137 0.41830 -0.69071 1.1 -1.4 0.2 -0.609
C 1.58767 -0.94327 -0.41956 1.7 -0.5 -2.9 0.355
H 3.16199 -0.11762 1.81191 0.1 0.0 -0.2 0.198
H 4.50624 -0.63191 0.72779 -0.3 0.0 0.0 0.208
H 3.78555 0.92881 -1.02331 0.0 -0.3 0.2 0.189
H 3.08541 1.78976 0.34423 -0.5 -0.2 -0.1 0.219
Li 0.21268 -2.16700 -1.44311 -0.2 0.2 0.3 0.912
O -1.49544 -1.89714 -0.68407 0.3 1.0 -0.6 -0.823
O -2.16836 -0.58116 1.03809 -0.2 0.5 -0.3 -0.519
C -3.37469 -0.07215 0.48022 -0.1 -0.5 0.0 -0.103
C -2.94803 1.02831 -0.50776 -0.1 0.3 0.5 -0.110
O -1.62265 0.73215 -0.86518 -0.9 -0.6 -1.2 -0.669
C -1.27602 -0.88865 0.03250 0.7 -1.9 1.7 0.992
H -3.88688 -0.88662 -0.05260 0.0 0.2 0.2 0.183
H -3.99870 0.30309 1.29901 0.2 -0.2 -0.2 0.200
H -3.02997 2.02064 -0.03231 0.2 -0.2 -0.2 0.190
H -3.60858 1.01408 -1.39058 0.4 0.1 0.1 0.193
```
Forces are in eV/Å.

Summary:
**E_LUMO (spin up / spin down)**: -0.091 / -2.176 eV
**2S+1**: 3
**Frontier orbital gap (spin up / spin down)**: 5.26 / 6.58 eV
**E_HOMO (spin up / spin down)**: -0.197 / -0.322 hartree
**ΔE to the lowest compared entry with this formula, charge and spin**: 2.109 eV

3.
Formula: C7H13FSi
Source: OMol25
Level of theory: wB97M-V/def2-TZVPD

Geometry as XYZ:
```
22
Properties=species:S:1:pos:R:3:forces:R:3:nbo_charge:R:1
C 1.06191 0.10080 -3.22266 0.6 0.8 0.3 -0.268
C 1.25308 0.40288 -2.05357 -0.7 -0.5 2.1 -0.376
C 1.04888 0.00774 -4.70779 2.4 -0.6 1.8 -0.690
C -1.85620 -1.51707 0.38718 -1.3 -2.2 0.2 -0.594
C 0.36477 1.69562 3.24319 -0.7 0.1 2.3 -0.640
C -0.35263 -1.58489 0.53193 0.4 -1.7 -0.4 -0.995
C -0.22519 1.51370 1.86938 -1.5 -2.3 -1.3 -0.919
F 1.97204 -0.38453 1.92434 -1.3 0.2 -1.2 -0.662
Si 0.61989 -0.04776 1.06318 0.1 0.1 -1.2 2.062
H 1.71038 0.86607 -5.07479 -0.8 -1.5 0.1 0.230
H 1.47591 -1.07083 -4.86437 -1.0 2.1 -0.8 0.233
H 0.03355 0.21376 -4.93263 -0.9 -0.4 -1.2 0.227
H -2.29787 -2.56061 -0.01964 1.1 2.2 1.3 0.220
H -2.18925 -1.28232 1.37081 -1.2 -0.3 0.8 0.191
H -2.33538 -0.81246 -0.23744 0.2 1.1 -1.0 0.222
H 1.40246 1.28844 3.32315 -1.0 0.3 0.2 0.232
H 0.42662 2.79974 3.40308 -0.1 -0.9 0.4 0.229
H -0.36836 1.19435 4.06796 2.1 1.3 -1.8 0.218
H -0.09391 -1.92681 -0.48347 1.2 0.3 0.6 0.297
H -0.20394 -2.47263 1.25652 0.4 1.5 -1.0 0.256
H -0.07324 2.38203 1.21499 -0.3 -0.3 0.1 0.272
H -1.37352 1.19479 1.94065 2.4 1.0 -0.5 0.254
```
Forces are in eV/Å.

Summary:
**E_LUMO (spin up / spin down)**: -0.891 / -0.892 eV
**2S+1**: 1
**Frontier orbital gap (spin up / spin down)**: 7.14 / 7.14 eV
**E_HOMO (spin up / spin down)**: -0.295 / -0.295 hartree
**ΔE to the lowest compared entry with this formula, charge and spin**: 4.188 eV

4.
Formula: C3H5Cl2N4
Source: OMol25
Level of theory: wB97M-V/def2-TZVPD

Geometry as XYZ:
```
14
Properties=species:S:1:pos:R:3:forces:R:3:nbo_charge:R:1
C -1.82522 0.49100 0.14158 2.9 -1.4 1.3 0.291
C 0.78238 1.43113 -1.22870 -3.3 -3.6 0.9 -0.066
C 0.19456 -0.99250 0.31920 -0.7 -0.8 1.4 0.466
N -1.49899 1.36463 -0.67081 -0.9 -0.3 -0.7 -0.188
N -0.30794 1.93354 -0.80562 0.7 1.0 -0.1 -0.198
N -0.64389 -0.20025 0.93179 -1.7 0.5 -3.3 -0.569
N 1.30445 -1.47285 0.85921 0.5 0.9 0.1 -0.740
Cl -3.26700 -0.25915 0.52955 -0.6 0.3 -0.2 0.168
Cl -0.33181 -1.66553 -1.11616 -0.2 -0.8 -0.8 0.171
H 1.53953 2.07826 -1.32854 2.9 2.2 -0.3 0.204
H 0.94278 0.31341 -1.36091 -0.1 1.8 -0.7 0.141
H -0.50819 0.15304 1.81216 0.8 0.8 2.7 0.432
H 1.73376 -2.28902 0.45507 0.1 0.0 -0.2 0.445
H 1.88558 -0.88569 1.46218 -0.5 -0.5 0.0 0.441
```
Forces are in eV/Å.

Summary:
**E_LUMO**: -4.403 eV
**2S+1**: 1
**Frontier orbital gap**: 9.30 eV
**E_HOMO**: -0.504 hartree
**ΔE to the lowest compared entry with this formula, charge and spin**: 3.261 eV
**Charge**: +1
**SMILES string**: C=N/N=C(/Cl)NC(=[NH2+])Cl

We obtain total energy values of -4063.74143; -839.15738; -663.69566; -1256.36961 Ha for the records listed above, in that order.